Record 1
Entry from the OMol25 dataset: one molecule with the formula C20H22N2O6 (wB97M-V/def2-TZVPD).

Geometry as XYZ:
```
50
Properties=species:S:1:pos:R:3:forces:R:3
H -2.66700 1.45782 -2.28223 0.4 0.3 0.6
H 2.20274 -0.71071 4.65125 0.1 0.0 0.4
H -4.49757 0.34121 -1.83619 -0.3 -0.7 0.3
H -4.83018 -0.81255 0.99992 0.4 0.3 -0.6
C -0.48324 -0.44198 2.52589 1.5 -0.1 -0.4
H -4.72838 -1.43562 -1.51442 -0.3 0.5 0.4
H 5.92354 -1.19882 0.83258 0.7 0.1 0.3
C 0.22862 -0.50466 3.73101 1.4 -0.4 -0.4
C -0.49352 -0.30242 -0.04144 0.7 0.0 -1.0
C -1.99930 1.77018 -0.17658 0.2 -0.6 -0.7
C 3.77989 -0.82341 -1.76800 0.2 0.1 -1.0
C -4.92866 -0.41260 -1.12887 1.0 0.1 -1.2
H -0.43130 -1.28664 -0.58488 -0.8 0.8 0.5
N -7.14416 -0.64588 -2.01639 -1.2 -2.0 -1.4
H 3.73239 -0.90196 -2.83858 0.3 0.1 -0.4
O -6.31293 -0.13939 -0.98069 -1.4 -0.2 -0.1
C -4.32281 -0.18379 0.23510 -0.5 0.3 1.1
H 1.65350 -0.74337 -1.63106 -0.3 -0.1 -0.3
O 3.66942 -0.75614 2.32337 -0.5 -0.3 0.4
H -0.98388 1.92712 -2.09524 0.2 0.1 -0.1
C 0.19481 -0.46129 1.28912 -0.1 0.2 1.1
C 7.36911 -0.50226 -1.34270 0.4 0.5 1.0
C -2.88070 -0.61285 0.19619 1.0 -0.2 -1.2
C 1.59372 -0.57543 1.32856 -0.1 0.0 -0.6
H -2.94911 2.10282 0.22516 -0.3 -0.5 0.1
C 3.84725 -0.78347 0.97287 -0.5 0.2 -0.9
H -2.27119 3.10916 -1.89222 -0.1 1.0 0.0
H 8.11221 -0.32230 -2.11129 -0.1 -0.3 -0.3
H -1.12535 3.59612 0.47491 -0.3 0.5 0.1
N -1.83191 0.29328 0.01205 -1.1 -0.8 0.6
C 2.62519 -0.63910 0.31519 -0.5 -0.4 -1.7
C 2.58044 -0.74414 -1.10259 0.9 0.3 2.0
H 7.73252 -1.25565 -0.63634 0.1 0.1 0.0
C 2.29387 -0.66780 2.51512 -0.3 0.2 1.2
H 0.14450 0.35343 -0.67021 -0.4 -0.1 0.4
H -1.54246 -0.39339 2.56798 -0.8 0.1 -0.1
C 5.03026 -0.83138 -1.14495 0.0 -0.9 2.1
H -0.28259 -0.51615 4.68412 -0.1 0.1 -0.1
H 0.03078 2.40327 0.19358 0.4 -0.4 0.2
H -1.00098 2.28959 1.66941 0.2 0.0 0.0
O -2.69392 -1.82233 0.14188 0.4 0.4 0.5
O -7.52667 -1.82984 -1.92994 1.4 3.0 0.4
H 7.20779 0.45151 -0.83606 0.2 0.0 0.3
O 6.16722 -0.88625 -1.91849 -1.8 -0.4 -0.5
C -1.97873 2.10690 -1.69301 -0.2 -1.5 0.2
C 5.03982 -0.95896 0.29048 0.1 0.6 -1.5
C -0.95672 2.54045 0.61173 0.0 0.0 -0.4
C 1.64228 -0.62776 3.74370 -0.8 0.1 -0.6
O -7.45525 0.13514 -2.89045 0.7 -0.6 1.4
H -4.48337 0.85228 0.53164 0.0 0.0 -0.1
```
Forces are in eV/Å.

As for the structure (SMILES): COc1ccc2c(c1)oc1cccc(CN(C(=O)CCO[N+](=O)[O-])C(C)C)c12. The HOMO energy is -8.1 eV. The spin multiplicity is 1.

Record 2
Entry from the OMol25 dataset: C46H57BiCl2GeN7O8 as an isolated structure (wB97M-V/def2-TZVPD).

Geometry as XYZ:
```
122
Properties=species:S:1:pos:R:3:forces:R:3
H 5.44204 3.39970 2.52012 0.9 0.3 0.4
H 1.62023 -6.77259 -1.57410 0.3 -1.0 -0.9
Ge -5.15402 0.36523 -1.89967 1.0 -0.6 0.5
H 7.56781 1.58174 5.64994 -0.4 -1.1 0.3
H -4.41544 2.71618 -1.29316 -0.3 -0.6 0.7
N 2.77334 1.35538 0.69114 -0.7 0.1 -1.5
H -1.21096 5.79725 1.24665 0.3 -0.7 0.1
Cl -1.23757 4.27991 -0.50800 0.0 -0.2 -0.9
H -0.00524 2.79248 5.91848 0.8 0.2 -0.9
H -1.00227 0.65791 -4.89486 -1.0 -0.5 -0.1
C 3.08335 2.56939 0.26779 0.3 0.6 1.2
C 7.14831 0.56875 5.93608 0.1 1.6 -0.3
H 4.76220 0.76047 -3.35829 -1.0 0.1 0.2
H -5.92854 2.23610 -0.45489 0.7 -0.1 0.0
H -0.26356 0.81644 6.73842 -1.2 0.5 0.9
Bi -0.03239 0.41280 0.69714 0.0 0.2 -0.3
H -10.78632 0.19117 -3.08697 0.0 -0.3 -0.1
H -5.53351 -0.94827 0.82266 -0.3 0.2 0.2
H 7.99005 -0.85527 4.46722 0.4 0.6 -0.3
N 6.58374 0.37537 3.49399 -0.8 0.0 0.1
C -2.11602 0.53929 -4.90703 1.6 0.8 2.0
C -0.08019 -4.86771 0.61199 0.2 1.3 -0.3
H 4.50095 -1.70139 -2.91698 -0.4 0.5 0.3
C -2.71730 1.20580 0.53348 -0.3 0.7 0.6
C 3.53544 0.82404 1.59199 0.9 -2.9 1.8
H 1.28827 0.20735 6.73067 2.0 -0.4 1.3
H 0.89087 -0.55663 3.82829 -0.3 -0.3 -0.1
H 6.16253 0.76147 6.37655 0.0 -0.1 -0.5
O 1.16348 -1.46550 1.14118 0.7 -0.6 -0.4
H -4.08053 2.59322 1.25013 -0.2 0.5 0.1
H -1.40210 4.04555 1.73786 0.1 0.1 0.4
H -3.51244 -2.10217 -2.79957 -0.4 -0.2 0.5
H -0.42755 -6.81918 -0.19746 -0.6 -0.4 0.1
C -4.02031 -3.82130 0.11431 0.8 -0.1 1.1
C -7.02441 0.28147 -2.28893 -0.9 -0.6 0.2
O -0.68151 -1.47818 -1.30041 -1.1 0.1 0.1
C -4.99877 -1.68618 0.25065 -0.4 1.7 -0.3
C -4.65560 -1.36517 -1.04478 1.0 -0.4 -2.1
H -0.64289 -2.37883 -1.63937 0.3 -0.1 0.1
O -1.82695 1.57226 1.42163 -0.9 -0.4 -0.5
C -9.13622 -0.97064 -2.28195 -0.5 0.3 -0.4
C 1.95146 -3.81485 -0.01299 0.1 0.5 0.1
O 0.76272 1.16471 2.74177 0.0 0.2 -0.7
C -4.61431 -2.82711 0.86091 0.0 -0.7 -0.3
C 0.77914 0.51950 3.80003 -0.1 1.2 1.3
C 2.25532 -4.87900 -0.82748 -2.3 -1.6 0.2
H 2.61938 -3.02759 0.17514 1.0 1.0 -0.2
H 2.38634 2.98036 -0.44415 0.3 0.4 -0.3
C 0.83991 2.50889 5.22871 -0.5 1.0 1.3
C -2.82137 0.60092 -6.06093 -3.0 -0.3 -0.2
H 6.43925 -1.19644 4.96443 -0.6 0.4 -0.4
N 2.61252 1.10754 -3.32722 0.1 0.6 0.3
H 6.92667 0.67678 1.46895 0.6 0.1 0.7
H 8.79375 2.00441 3.52368 0.6 -0.2 0.9
H 2.17451 -0.81553 -5.99186 -0.3 -0.5 -0.8
C -4.13939 1.69479 0.65528 0.3 0.2 -0.1
H 1.43798 1.35059 -5.03239 -0.4 0.5 -0.4
C 4.09928 3.26823 0.93101 -0.5 1.5 -1.3
C -4.17053 0.50611 -3.60928 1.0 0.1 2.2
H 0.03207 -0.71719 5.95251 0.1 0.3 -0.4
H -9.66539 -1.91534 -2.02809 0.3 1.0 -0.3
H 7.72991 0.21230 6.78243 0.4 -0.5 -0.3
C -3.65822 -3.58630 -1.18491 -0.4 1.9 -0.6
C 8.23832 2.02596 2.61894 -0.7 1.6 -0.3
H -7.28045 -1.73118 -1.69031 0.4 -0.5 0.5
C 3.83987 0.39648 -2.84535 0.1 0.6 -0.1
H -4.62493 0.95692 1.29748 -0.1 0.0 -0.1
H 0.84504 3.06878 4.30758 -0.2 0.1 -0.2
H 3.22746 1.27607 -5.30462 -0.2 0.1 -0.2
Cl 0.85374 4.67174 1.47773 0.2 0.0 0.2
C -8.99346 1.29890 -3.17670 -1.6 -1.7 0.9
C 1.37444 -5.94609 -0.98397 -1.6 1.6 2.5
N 0.56782 1.40557 -1.88376 1.9 -0.1 -1.2
H -4.82422 0.66834 -6.91434 -0.1 0.2 -0.3
C 0.42983 0.27656 6.16486 -0.4 0.2 -1.5
O -1.05946 -1.16561 2.02579 -0.1 -0.8 0.0
C 2.25893 -0.62358 -4.94468 -0.6 0.7 -0.5
C -4.88644 1.90801 -0.67600 -0.2 0.5 -0.2
H 1.37196 -1.01275 -4.39923 0.4 0.1 -0.2
N 0.70118 1.12033 4.99113 -0.1 -2.9 -0.9
C 0.74865 -3.72456 0.63483 0.2 -2.5 -0.6
H -9.60814 2.09108 -3.48804 -0.1 1.3 -0.7
C -9.72352 0.13940 -2.88584 -0.4 -0.2 0.1
H -3.16393 -4.35413 -1.69601 0.7 -0.9 -0.9
O 3.44541 -1.20250 -4.53952 0.5 -1.0 0.8
H -3.66291 -4.70264 0.63075 -0.3 -0.3 -0.2
C 5.25786 0.71286 3.44510 0.3 -0.6 -0.3
H 8.28773 -0.05284 2.37607 -0.5 0.0 0.0
H 1.78744 2.71044 5.75471 -0.3 -0.1 -0.1
H 3.29501 -0.23764 1.82213 0.2 0.8 0.1
C -4.86393 0.59631 -4.76382 -1.7 0.8 -2.6
C -3.89734 -2.32441 -1.79092 -0.7 -0.1 1.0
O -2.44100 0.45002 -0.39812 1.2 -0.5 -0.2
H -5.95152 0.76526 -4.76618 0.4 -0.5 0.2
C 4.84787 2.73980 1.94704 -1.1 -0.7 -0.1
O 4.53261 0.38240 4.35442 -1.1 -0.2 0.9
H -4.81840 -2.89859 1.89056 -0.2 -0.6 1.1
H -7.18666 2.30810 -2.81264 0.4 0.8 -0.5
C 0.18458 -5.94998 -0.18042 2.3 0.2 -1.2
H 4.29770 4.31329 0.71088 -0.3 -0.1 -0.3
C -2.77523 0.52897 -3.66403 1.0 -0.3 0.6
H 7.63865 2.98514 2.71404 0.2 -1.3 -0.3
H -2.40104 0.53569 -7.01189 1.0 0.2 -1.3
H 3.09718 -5.02532 -1.39135 2.4 0.6 -1.0
C 3.63712 -1.04695 -3.13004 0.9 -0.8 -1.3
C 1.53522 1.26209 -2.53984 -0.6 -0.2 0.5
C 4.58798 1.42565 2.27547 0.9 -0.2 0.2
C -0.86627 4.75599 1.12160 -0.7 0.7 0.3
C 7.06047 -0.33656 4.69139 -0.1 -0.2 0.9
N -0.74559 -2.41390 1.81425 0.0 1.1 -0.4
H 8.96210 2.22730 1.82977 -0.1 -0.3 -0.2
C 2.36209 0.87327 -4.78420 0.1 -0.3 1.6
H -2.15842 0.51553 -2.71903 -0.8 0.1 -1.2
H -1.65480 -1.30259 -1.27831 0.8 0.1 0.0
C 7.49268 0.70898 2.43676 0.4 0.3 -1.4
H 2.75044 -1.35567 -2.60446 -0.5 -0.6 0.4
H 3.96932 0.52900 -1.78848 -0.1 0.4 0.6
N 0.40404 -2.52533 1.27163 -0.9 0.8 1.0
C -7.69501 1.37285 -2.80958 1.0 0.5 0.3
C -7.78618 -0.85513 -2.02885 0.8 -0.6 -0.3
H -0.97326 -4.80301 1.14414 -1.4 -0.1 0.9
C -4.23968 0.65441 -6.01598 1.4 -0.5 1.2
```
Forces are in eV/Å.

The HOMO energy (alpha / beta) is -10.5 / -10.5 eV. The spin multiplicity is 1. Its total charge is +1.

Record 3
Entry from the OMol25 dataset: C5H7NO as an isolated structure (wB97M-V/def2-TZVPD).

Geometry as XYZ:
```
14
Properties=species:S:1:pos:R:3:forces:R:3
C -1.50318 -0.13282 -0.09296 2.9 1.2 -0.5
C 0.62263 0.83091 -0.05339 -1.0 0.1 0.6
O -2.68912 -0.26169 -0.09370 -0.2 -1.0 0.3
C 0.72181 -0.32242 -1.10246 1.7 -0.2 2.5
H -0.29858 -2.06962 0.06810 0.1 -0.3 -0.1
H 0.26017 0.08139 -1.91610 -1.3 0.1 -2.8
H 1.73754 -0.79144 -1.32267 -1.4 0.8 0.6
H -1.36138 1.77070 0.45596 0.7 0.4 -0.2
C -0.13863 -1.00533 -0.00252 -3.0 -1.1 -0.9
N -0.86506 1.13951 -0.16918 0.0 -0.3 -0.3
H 0.12470 -0.01393 2.02010 -0.3 0.2 -0.1
H 1.28027 1.68329 -0.08351 0.0 0.4 0.1
C 0.57788 -0.21762 1.05194 1.3 -0.2 0.8
H 1.53094 -0.69091 1.24038 0.5 0.0 0.0
```
Forces are in eV/Å.

The HOMO energy is -9.5 eV. The spin multiplicity is 1.

Which F_max belongs to each record? In order, 0.0654 0.0681 0.0658 hartree/bohr.
Which calculated total energy belongs to each record? In order, -36357.6394 -162829.3029 -8834.4266 eV.
Which energy above the lowest of the compared OMol25 structures with the same formula, charge and spin belongs to each record? In order, 5.185 0.403 1.776 eV.